Record 1
Below is a structure of composition C9H14CoIN3O3S at a distorted geometry, with properties calculated with the ωB97M-V functional and the def2-TZVPD basis.

Its HOMO energy (alpha / beta) is -0.398 / -0.437 Eh. As for the multiplicity: 5. The net charge is +1. The frontier orbital gap (alpha / beta) comes out at 6.33 / 7.30 eV.

Element x y z (Å)
1 Co -0.17 -0.61 0.04
2 N -2.41 0.33 -3.13
3 C -2.24 -0.64 -2.24
4 O -1.15 -0.78 -1.65
5 C -3.35 -1.61 -1.94
6 I -5.21 -1.32 -2.97
7 H -1.64 0.97 -3.30
8 H -3.29 0.48 -3.61
9 H -3.56 -1.55 -0.87
10 H -3.00 -2.62 -2.15
11 S -0.38 2.00 0.02
12 C 0.60 1.60 1.35
13 N 1.33 2.50 2.02
14 C 2.17 2.10 3.04
15 C 2.20 0.78 3.39
16 C 1.36 -0.11 2.72
17 N 0.60 0.30 1.67
18 H 1.25 3.48 1.78
19 H 2.75 2.86 3.53
20 H 2.83 0.43 4.19
21 H 1.27 -1.14 3.01
22 C -1.32 -1.90 1.21
23 H -2.28 -1.50 1.49
24 H -0.73 -2.13 2.09
25 H -1.42 -2.79 0.58
26 C 2.48 0.83 -1.94
27 O 2.58 -0.47 -1.37
28 C 1.64 -0.96 -0.62
29 O 1.65 -2.04 -0.08
30 H 3.19 1.49 -1.44
31 H 1.46 1.24 -1.84
32 H 2.76 0.74 -2.99

Löwdin population analysis, charges in e, atoms 1 to 6:
1. Co 0.550
2. N 0.196
3. C -0.564
4. O -0.083
5. C -0.532
6. I 0.871


Record 2
Below is a structure of composition C9H14F6N3O6ReS7 at a distorted geometry, with properties calculated with the ωB97M-V functional and the def2-TZVPD basis.

Its HOMO energy (alpha / beta) is -0.404 / -0.405 Eh. As for the multiplicity: 2. The net charge is +1. The frontier orbital gap (alpha / beta) comes out at 5.55 / 5.83 eV. For the relative energy (zero: lowest compared OMol25 entry of this formula, charge and spin), the calculation gives 0.0 kcal per mole.

Element x y z (Å)
1 Re -0.33 0.31 0.67
2 N -1.44 -1.54 1.28
3 C -2.00 -1.44 2.63
4 C -0.89 -0.89 3.52
5 N -0.29 0.30 2.86
6 H -2.12 -1.92 0.62
7 H -0.65 -2.18 1.28
8 H -2.33 -2.41 3.02
9 H -2.86 -0.77 2.60
10 H -0.12 -1.65 3.63
11 H -1.28 -0.62 4.51
12 H 0.70 0.33 3.12
13 H -0.71 1.14 3.25
14 F 4.71 -0.50 0.72
15 C 4.00 -1.03 1.71
16 F 3.89 -0.12 2.69
17 F 4.62 -2.09 2.19
18 S 2.30 -1.41 1.05
19 O 1.86 -0.09 0.62
20 O 1.47 -1.92 2.10
21 N 2.69 -2.41 -0.07
22 S 1.49 -2.73 -1.05
23 O 0.29 -2.09 -0.56
24 O 1.35 -4.07 -1.49
25 C 2.06 -1.74 -2.54
26 F 1.15 -1.74 -3.52
27 F 3.19 -2.22 -3.02
28 F 2.25 -0.47 -2.18
29 O -2.83 6.77 0.40
30 C -2.40 5.67 0.47
31 S -3.43 4.20 0.56
32 C -2.13 3.05 0.57
33 C -0.84 3.53 0.54
34 S 0.57 2.54 0.51
35 S -0.66 5.27 0.50
36 S -2.51 1.35 0.60
37 C -1.82 -0.68 -3.43
38 S -1.26 0.81 -2.53
39 C -0.06 1.44 -3.74
40 O -0.37 0.22 -1.46
41 H -1.13 -0.96 -4.21
42 H -2.81 -0.49 -3.84
43 H -1.87 -1.47 -2.69
44 H -0.54 1.59 -4.70
45 H 0.76 0.73 -3.82
46 H 0.32 2.39 -3.38

Löwdin population analysis, charges in e, atoms 1 to 6:
1. Re 1.094
2. N -0.102
3. C -0.216
4. C -0.188
5. N -0.089
6. H 0.121


Record 3
Below is the molecule C9H14FNO at a distorted geometry, with properties calculated with the ωB97M-V functional and the def2-TZVPD basis.

Its HOMO energy is -0.318 Eh. The net charge is 0. The frontier orbital gap comes out at 9.06 eV. Its SMILES is C=C(/C=C/C(=C)N(F)CC)OC. For the relative energy (zero: lowest compared OMol25 entry of this formula, charge and spin), the calculation gives 111.7 kcal per mole.

Element x y z (Å)
1 C 3.39 -0.43 -0.99
2 C 2.55 -0.25 0.01
3 C 1.17 -0.82 -0.09
4 C 0.14 -0.30 0.57
5 C -1.19 -0.94 0.47
6 C -1.56 -2.22 0.37
7 N -2.60 0.19 0.57
8 F -3.67 -0.73 0.64
9 C -2.80 0.88 -0.68
10 C -4.07 1.66 -0.73
11 O 2.81 0.56 1.02
12 C 4.15 0.78 1.25
13 H 4.45 -0.11 -0.81
14 H 3.24 -1.17 -1.87
15 H 1.18 -1.79 -0.70
16 H 0.25 0.67 1.11
17 H -2.61 -2.52 0.39
18 H -0.76 -2.95 0.10
19 H -2.76 0.18 -1.55
20 H -1.96 1.53 -0.63
21 H -4.87 1.01 -1.04
22 H -4.19 2.06 0.23
23 H -3.84 2.30 -1.54
24 H 4.54 1.77 0.76
25 H 4.70 -0.07 0.79
26 H 4.31 0.71 2.34

Löwdin population analysis, charges in e, atoms 1 to 6:
1. C 0.041
2. C -0.428
3. C -0.034
4. C -0.066
5. C -0.149
6. C 0.050


Record 4
Below is a structure of composition C9H14FeO9 at a distorted geometry, with properties calculated with the ωB97M-V functional and the def2-TZVPD basis.

Its HOMO energy (alpha / beta) is 0.021 / 0.026 Eh. As for the multiplicity: 5. The net charge is -2. The frontier orbital gap (alpha / beta) comes out at 4.02 / 3.89 eV. For the relative energy (zero: lowest compared OMol25 entry of this formula, charge and spin), the calculation gives 0.0 kcal per mole.

Element x y z (Å)
1 Fe 0.85 1.16 -0.47
2 C -0.12 3.34 -1.57
3 O -0.13 4.53 -1.10
4 O -0.74 2.34 -1.01
5 O 1.15 2.94 -1.65
6 C 2.85 1.97 0.92
7 O 3.52 3.01 0.58
8 O 2.82 0.92 0.16
9 O 1.60 2.30 1.24
10 C -0.91 -0.23 -3.91
11 C -0.22 -0.90 -2.76
12 O 0.35 -0.18 -1.94
13 C -0.22 -2.39 -2.59
14 H -1.98 -0.51 -3.94
15 H -0.54 -0.61 -4.87
16 H -0.93 0.85 -3.81
17 H 0.71 -2.83 -2.95
18 H -1.04 -2.82 -3.18
19 H -0.41 -2.68 -1.55
20 O 0.19 -0.32 0.96
21 C 0.17 -1.24 1.72
22 O -0.66 -1.39 2.77
23 C -1.69 -0.42 2.93
24 C -1.32 0.95 3.46
25 C 1.11 -2.44 1.56
26 H -2.49 -0.85 3.55
27 H -2.27 -0.38 2.00
28 H -1.32 0.97 4.56
29 H -2.06 1.69 3.17
30 H -0.32 1.25 3.13
31 H 0.59 -3.37 1.35
32 H 1.66 -2.49 2.50
33 H 1.80 -2.15 0.76

Löwdin population analysis, charges in e, atoms 1 to 6:
1. Fe 0.884
2. C -0.831
3. O -0.121
4. O -0.223
5. O -0.203
6. C -0.864


Record 5
Below is the molecule C9H14N2O4 at a distorted geometry, with properties calculated with the ωB97M-V functional and the def2-TZVPD basis.

Its HOMO energy is -0.284 Eh. The net charge is 0. The frontier orbital gap comes out at 8.26 eV. For the relative energy (zero: lowest compared OMol25 entry of this formula, charge and spin), the calculation gives 136.9 kcal per mole.

Element x y z (Å)
1 C 1.57 -1.61 -2.80
2 C 0.71 -1.51 -1.70
3 C 0.64 0.34 -2.99
4 C 0.33 0.20 1.46
5 C -1.24 -0.37 1.31
6 C -0.87 0.16 -0.92
7 C 0.74 0.97 0.33
8 C 0.55 2.46 0.15
9 C -1.58 -1.55 2.25
10 N 1.47 -0.51 -3.57
11 N 0.01 -0.33 -1.88
12 O -1.32 -0.76 -0.09
13 O 0.36 0.77 2.79
14 O 1.85 0.44 -0.21
15 O -2.85 -1.98 2.29
16 H 2.36 -2.34 -2.87
17 H 0.43 -2.32 -1.04
18 H 0.20 1.19 -3.50
19 H 0.99 -0.73 1.57
20 H -1.81 0.54 1.34
21 H -1.51 1.09 -1.20
22 H 0.36 2.64 -0.93
23 H 1.47 3.14 0.52
24 H -0.42 2.73 0.67
25 H -1.25 -1.32 3.35
26 H -0.92 -2.33 1.80
27 H 1.06 1.33 2.79
28 H 2.08 0.78 -1.01
29 H -3.41 -1.13 2.07

Löwdin population analysis, charges in e, atoms 1 to 6:
1. C -0.151
2. C -0.047
3. C -0.143
4. C -0.229
5. C -0.148
6. C -0.204


Record 6
Below is the molecule C9H14N2O5 at a distorted geometry, with properties calculated with the ωB97M-V functional and the def2-TZVPD basis.

Its HOMO energy is -0.331 Eh. The net charge is 0. The frontier orbital gap comes out at 9.43 eV. Its SMILES is N[C@@H](CC(=O)O)C(=O)N1CCC[C@H]1C(=O)O. For the relative energy (zero: lowest compared OMol25 entry of this formula, charge and spin), the calculation gives 70.6 kcal per mole.

Element x y z (Å)
1 N 0.33 -0.06 2.79
2 C 0.06 -0.67 1.46
3 C -0.82 -1.98 1.72
4 C -0.81 -2.44 0.25
5 O -1.60 -2.06 -0.53
6 O -0.02 -3.49 0.05
7 C -0.87 0.09 0.53
8 O -1.86 0.49 1.15
9 N -0.37 0.34 -0.68
10 C -1.41 0.76 -1.76
11 C -0.54 1.31 -2.87
12 C 0.79 1.75 -2.17
13 C 1.02 0.79 -1.03
14 C 1.73 1.61 0.03
15 O 1.17 2.63 0.37
16 O 2.89 1.09 0.52
17 H 1.22 0.43 2.75
18 H -0.42 0.55 3.05
19 H 1.08 -1.12 1.11
20 H -1.74 -1.69 2.15
21 H -0.40 -2.86 2.07
22 H -0.38 -3.90 -0.74
23 H -2.03 1.55 -1.28
24 H -2.14 -0.06 -1.96
25 H -1.00 2.27 -3.25
26 H -0.34 0.44 -3.56
27 H 0.52 2.71 -1.71
28 H 1.53 1.87 -2.91
29 H 1.56 -0.18 -1.12
30 H 3.32 1.54 1.24

Löwdin population analysis, charges in e, atoms 1 to 6:
1. N 0.066
2. C -0.266
3. C -0.006
4. C -0.575
5. O 0.138
6. O 0.122


Number 1: electronic energy -76727.6515 eV. Number 2: electronic energy -120590.5268 eV. Number 3: electronic energy -15808.8673 eV. Number 4: electronic energy -62371.4729 eV. Number 5: electronic energy -20725.5359 eV. Number 6: electronic energy -22776.4309 eV.